Entry from OMol25: a 9-piece molecular cluster, C33H48F3O19S overall (ωB97M-V/def2-TZVPD).

Output
* net charge: -1
* energy relative to the best compared isomer or geometry (same formula, charge and spin): 10.1 kcal per mole
* HOMO energy: -0.2169 Eh

Geometry (Å):
C -18.237 -26.606 -0.263
F -18.218 -27.926 -0.401
F -17.021 -26.058 -0.147
F -18.927 -26.081 -1.290
S -19.326 -26.256 1.299
O -20.714 -26.604 0.995
O -18.779 -27.035 2.419
O -19.283 -24.760 1.516
O -12.987 -33.192 0.773
C -13.215 -32.729 1.897
O -14.324 -33.079 2.520
C -14.638 -32.299 3.659
C -13.617 -31.174 3.568
C -12.425 -31.682 2.703
H -14.628 -32.909 4.562
H -15.645 -31.917 3.492
H -13.265 -30.949 4.575
H -14.026 -30.242 3.179
H -11.579 -32.032 3.294
H -12.151 -30.861 2.041
O -16.424 -19.101 -5.240
C -16.839 -19.199 -4.110
O -18.018 -18.650 -3.837
C -18.252 -18.571 -2.475
C -17.296 -19.590 -1.909
C -16.146 -19.779 -2.847
H -19.272 -18.910 -2.298
H -18.101 -17.561 -2.093
H -17.808 -20.543 -1.776
H -17.018 -19.282 -0.900
H -15.838 -20.816 -2.974
H -15.264 -19.170 -2.651
O -22.232 -15.699 3.549
C -22.856 -16.725 3.343
O -22.318 -17.728 2.681
C -23.115 -18.898 2.701
C -24.502 -18.215 2.695
C -24.259 -17.062 3.659
H -22.901 -19.536 3.558
H -22.994 -19.480 1.787
H -25.324 -18.760 3.158
H -24.835 -17.883 1.711
H -24.214 -17.312 4.719
H -24.850 -16.166 3.468
O -13.021 -26.369 -6.157
C -12.868 -27.418 -5.654
O -13.946 -28.185 -5.260
C -13.546 -29.421 -4.752
C -12.130 -29.580 -5.237
C -11.564 -28.199 -5.249
H -14.130 -30.306 -5.007
H -13.530 -29.465 -3.663
H -12.030 -29.896 -6.276
H -11.505 -30.289 -4.694
H -10.751 -28.098 -5.968
H -11.157 -28.128 -4.241
O -24.813 -30.037 6.932
C -23.986 -29.186 7.244
O -24.291 -27.824 7.369
C -23.090 -27.042 7.689
C -22.100 -28.059 8.296
C -22.488 -29.353 7.596
H -23.334 -26.335 8.483
H -22.722 -26.442 6.857
H -22.201 -28.120 9.380
H -21.058 -27.848 8.058
H -22.311 -30.236 8.210
H -21.969 -29.377 6.637
O -15.027 -21.181 7.107
C -16.161 -21.641 7.221
O -16.502 -22.661 7.984
C -17.850 -22.991 7.795
C -18.502 -21.610 7.517
C -17.410 -20.997 6.623
H -18.261 -23.456 8.691
H -17.905 -23.604 6.895
H -18.494 -21.085 8.473
H -19.476 -21.686 7.035
H -17.354 -19.918 6.764
H -17.512 -21.131 5.546
O -20.735 -34.989 -2.565
C -21.056 -34.112 -1.795
O -21.922 -33.166 -2.162
C -22.162 -32.175 -1.160
C -21.441 -32.718 0.025
C -20.535 -33.837 -0.458
H -23.231 -32.108 -0.957
H -21.802 -31.213 -1.524
H -22.118 -33.155 0.758
H -20.864 -31.977 0.577
H -20.411 -34.734 0.147
H -19.574 -33.377 -0.691
O -24.963 -19.567 -5.119
C -24.252 -20.566 -4.906
O -24.038 -20.987 -3.666
C -23.388 -22.292 -3.598
C -23.452 -22.795 -5.050
C -23.510 -21.467 -5.863
H -23.839 -22.951 -2.856
H -22.363 -22.113 -3.272
H -24.359 -23.384 -5.188
H -22.587 -23.423 -5.264
H -23.942 -21.615 -6.852
H -22.478 -21.150 -6.009

Mulliken population analysis, charges in e, atoms 1 to 6: C 0.576; F -0.208; F -0.205; F -0.213; S 1.053; O -0.657

=====

Entry from OMol25: C33H48FMgN9O4 as an isolated structure (ωB97M-V/def2-TZVPD).

Output
* net charge: +2
* energy relative to the best compared isomer or geometry (same formula, charge and spin): 0.0 kcal per mole
* HOMO energy: -0.4812 Eh

Geometry (Å):
Mg 1.969 -1.414 2.129
C -2.733 4.914 0.935
C -1.236 4.810 0.960
N -0.680 3.445 0.842
C -0.237 2.837 1.986
C 0.430 1.646 2.068
C 0.574 0.992 3.444
O 0.263 1.678 4.462
O 1.064 -0.217 3.409
C 0.748 0.990 0.793
O 1.380 -0.147 0.606
C 0.266 1.614 -0.363
C 0.613 1.115 -1.653
C 0.154 1.681 -2.809
F 0.601 1.201 -4.020
C -0.781 2.732 -2.794
C -1.064 3.307 -1.555
C -0.490 2.828 -0.379
N -1.319 3.277 -3.962
C -1.867 2.340 -4.961
C -3.032 3.026 -5.675
N -2.672 4.392 -6.093
C -2.275 5.274 -4.927
C -1.065 4.671 -4.241
H -3.100 5.923 0.951
H -3.140 4.480 1.851
H -3.191 4.393 0.072
H -0.892 5.300 1.881
H -0.829 5.402 0.136
H -0.474 3.376 2.911
H 1.287 0.260 -1.727
H -1.793 4.113 -1.575
H -2.276 1.406 -4.491
H -1.099 2.008 -5.718
H -3.959 3.087 -5.077
H -3.335 2.414 -6.591
H -3.492 4.836 -6.598
H -1.902 4.401 -6.816
H -3.112 5.422 -4.197
H -1.975 6.257 -5.275
H -0.953 5.223 -3.288
H -0.167 4.791 -4.872
N 3.580 -1.105 3.673
C 4.462 0.041 3.837
C 5.818 -0.090 3.140
C 5.772 -0.272 1.624
C 5.293 -1.622 1.153
N 3.870 -1.686 0.752
H 2.851 -1.164 4.389
H 4.134 -1.935 3.770
H 4.583 0.322 4.906
H 3.970 0.934 3.384
H 6.444 -0.849 3.628
H 6.360 0.850 3.362
H 6.818 -0.132 1.223
H 5.195 0.554 1.141
H 5.424 -2.343 1.966
H 5.919 -1.963 0.318
H 3.719 -2.498 0.144
H 3.695 -0.953 0.091
N 1.411 -4.206 3.841
C 0.808 -4.724 4.944
C 0.374 -3.678 5.767
C 0.681 -2.494 4.991
N 1.260 -2.837 3.809
H 1.873 -4.713 3.086
H 0.825 -5.781 5.181
H -0.107 -3.701 6.734
H 0.487 -1.461 5.233
C -3.963 -2.565 -3.061
C -4.141 -2.820 -1.571
N -2.903 -2.844 -0.805
C -3.136 -2.438 0.609
C -3.007 -0.934 0.817
C -1.927 -3.682 -1.245
O -2.013 -4.428 -2.242
C -0.631 -3.860 -0.504
C 0.097 -5.045 -0.766
C 1.401 -5.148 -0.251
C 1.939 -4.088 0.486
N 1.244 -2.972 0.760
C -0.010 -2.895 0.296
H -4.909 -2.327 -3.540
H -3.581 -3.440 -3.568
H -3.228 -1.723 -3.221
H -4.651 -3.792 -1.400
H -4.797 -2.066 -1.090
H -2.481 -2.967 1.310
H -4.135 -2.822 0.896
H -2.074 -0.571 0.388
H -3.055 -0.714 1.872
H -3.829 -0.383 0.356
H -0.303 -5.838 -1.401
H 1.948 -6.106 -0.358
H 2.944 -4.163 0.890
H -0.530 -1.954 0.476

Mulliken population analysis, charges in e, atoms 1 to 6: Mg 1.773; C -1.103; C -0.956; N 0.345; C -0.041; C -0.611

=====

no.,strongest force on any atom (eV/A),DFT total energy (eV),HOMO-LUMO gap (eV)
1,4.4,-92890.672,7.60
2,3.9,-64754.246,8.16